No. 1
{
  "formula": "C19H22N4O4Ru",
  "method": "the ωB97M-V functional and the def2-TZVPD basis",
  "species": ["Ru", "O", "C", "C", "C", "C", "C", "C", "C", "O", "N", "N", "C", "C", "C", "C", "C", "C", "N", "H", "H", "H", "H", "H", "H", "H", "H", "H", "H", "N", "C", "O", "C", "C", "H", "H", "H", "H", "H", "H", "C", "C", "C", "O", "H", "H", "H", "H", "H", "H"],
  "xyz": [[0.080, 0.149, -0.310], [-1.828, -1.028, 4.630], [-2.089, 0.274, 4.530], [-2.739, 0.884, 5.610], [-3.016, 2.233, 5.597], [-2.665, 3.007, 4.493], [-2.050, 2.419, 3.405], [-1.749, 1.054, 3.397], [-1.071, 0.486, 2.243], [-0.895, 1.191, 1.167], [-0.566, -0.745, 2.330], [0.084, -1.126, 1.269], [0.793, -2.245, 1.109], [1.420, -2.397, -0.133], [2.299, -3.469, -0.438], [2.932, -3.509, -1.647], [2.713, -2.466, -2.570], [1.860, -1.440, -2.230], [1.210, -1.394, -1.068], [-1.358, -1.345, 3.830], [-3.006, 0.261, 6.448], [-3.498, 2.687, 6.448], [-2.873, 4.065, 4.484], [-1.778, 3.006, 2.541], [0.902, -2.949, 1.924], [2.470, -4.219, 0.318], [3.603, -4.315, -1.898], [3.219, -2.457, -3.520], [1.704, -0.606, -2.906], [-3.962, -0.645, -1.620], [-2.631, -0.565, -1.563], [-1.993, -1.159, -0.694], [-1.919, 0.275, -2.606], [-0.856, 1.148, -1.954], [-4.452, -1.203, -0.934], [-4.504, -0.175, -2.326], [-2.639, 0.879, -3.165], [-1.452, -0.422, -3.311], [-1.320, 2.027, -1.484], [-0.084, 1.456, -2.668], [3.496, 3.079, 0.407], [2.684, 1.845, 0.634], [2.353, 1.477, 2.046], [2.276, 1.180, -0.310], [3.960, 3.440, 1.317], [2.842, 3.854, 0.010], [4.252, 2.886, -0.352], [3.145, 1.743, 2.739], [2.139, 0.409, 2.116], [1.454, 2.028, 2.333]],
  "charge": 1,
  "energy_ha": -1351.8586,
  "orbital_gap_ev": [6.55, 6.12],
  "spin_multiplicity": 2,
  "e_above_lowest_kj_mol": 0.00,
  "largest_force_ha_per_bohr": 0.0747
}

No. 2
{
  "formula": "C3H13CaN6O4",
  "method": "the ωB97M-V functional and the def2-TZVPD basis",
  "species": ["Ca", "O", "H", "C", "O", "N", "N", "H", "H", "H", "H", "C", "O", "N", "N", "H", "H", "H", "H", "C", "O", "N", "N", "H", "H", "H", "H"],
  "xyz": [[-1.215, -2.577, 0.321], [0.059, -0.792, 0.635], [0.367, 0.128, 0.748], [-1.668, -0.414, -2.470], [-2.120, -1.194, -1.684], [-0.583, 0.262, -2.195], [-1.943, -0.206, -3.722], [-0.138, 0.104, -1.302], [-0.387, 0.984, -2.873], [-1.369, 0.548, -4.071], [-2.450, -0.664, -4.466], [3.312, -1.120, 1.086], [4.490, -1.336, 1.206], [2.557, -0.988, 2.129], [2.739, -0.933, -0.054], [2.929, -1.167, 3.051], [1.571, -1.084, 1.931], [1.773, -1.128, 0.166], [3.170, -1.243, -0.913], [-1.503, 2.128, 1.714], [-2.122, 3.100, 2.127], [-0.738, 1.364, 2.405], [-1.789, 1.572, 0.566], [-0.274, 0.547, 2.036], [-0.774, 1.407, 3.414], [-2.409, 2.052, -0.071], [-1.485, 0.650, 0.287]],
  "energy_ha": -1429.2509,
  "orbital_gap_ev": [5.49, 8.66],
  "spin_multiplicity": 2,
  "largest_force_ha_per_bohr": 0.1188
}

No. 3
{
  "formula": "C29H30BBr2Cl2CsIKN4O19SV",
  "method": "the ωB97M-V functional and the def2-TZVPD basis",
  "species": ["C", "C", "C", "C", "C", "N", "C", "C", "C", "I", "C", "C", "C", "C", "Br", "C", "C", "Br", "C", "O", "N", "O", "H", "H", "H", "H", "H", "H", "H", "H", "H", "H", "H", "H", "H", "H", "H", "H", "H", "H", "Cl", "C", "O", "O", "O", "C", "C", "O", "S", "O", "O", "O", "H", "H", "H", "H", "Cs", "O", "V", "O", "K", "N", "C", "C", "C", "C", "C", "H", "H", "H", "H", "H", "B", "O", "C", "O", "C", "O", "O", "O", "C", "O", "C", "O", "O", "Cl", "C", "C", "N", "H", "H", "H"],
  "xyz": [[-0.650, -0.705, -2.619], [0.442, -1.298, -2.141], [0.427, -1.677, -0.691], [1.100, -0.669, 0.204], [1.542, 0.572, -0.291], [2.163, 1.526, 0.447], [2.593, 2.746, -0.283], [4.084, 2.571, -0.684], [5.082, 3.280, 0.236], [4.320, 3.078, -2.740], [2.391, 1.371, 1.765], [3.070, 2.394, 2.632], [2.000, 0.158, 2.362], [2.362, 0.021, 3.961], [1.043, 0.438, 5.448], [3.613, -0.355, 4.195], [4.186, -0.503, 5.585], [4.781, -0.748, 2.743], [1.287, -0.942, 1.500], [0.910, -2.224, 2.078], [-0.300, -2.178, 2.844], [-1.223, -1.915, 2.145], [-1.496, -0.355, -1.983], [-0.705, -0.539, -3.729], [1.271, -1.499, -2.853], [0.899, -2.647, -0.512], [-0.610, -1.791, -0.394], [1.385, 0.774, -1.339], [1.968, 2.788, -1.169], [2.434, 3.653, 0.291], [4.288, 1.504, -0.622], [5.347, 2.593, 1.048], [6.015, 3.513, -0.269], [4.670, 4.163, 0.726], [3.199, 3.345, 2.137], [4.026, 1.990, 2.965], [2.488, 2.526, 3.544], [4.059, -1.502, 5.991], [5.232, -0.202, 5.538], [3.697, 0.252, 6.198], [-1.291, 0.462, 0.596], [3.571, -1.430, -3.302], [4.651, -1.469, -3.914], [3.319, -0.577, -2.344], [2.570, -2.224, -3.540], [-5.225, -2.624, 2.496], [-4.132, -3.668, 2.479], [-4.589, -4.654, 1.544], [-5.445, -3.938, 0.395], [-4.606, -3.714, -0.724], [-6.687, -4.601, 0.282], [-5.662, -2.535, 1.136], [-6.072, -2.942, 3.107], [-4.871, -1.658, 2.844], [-3.965, -4.115, 3.455], [-3.195, -3.254, 2.104], [-3.195, -0.461, -3.045], [-3.963, 4.001, -2.776], [-5.207, 4.839, -3.476], [-6.524, 5.502, -4.267], [0.076, -0.138, 3.375], [5.334, -3.642, -1.684], [6.383, -3.786, -0.883], [7.224, -4.890, -0.903], [6.952, -5.903, -1.808], [5.861, -5.769, -2.650], [5.086, -4.619, -2.548], [6.555, -2.967, -0.191], [8.068, -4.953, -0.228], [7.582, -6.783, -1.857], [5.613, -6.536, -3.372], [4.222, -4.462, -3.186], [-10.530, 2.624, -3.696], [-11.379, 3.807, -3.915], [-12.652, 3.438, -3.796], [-13.596, 4.160, -3.915], [-12.691, 1.944, -3.481], [-13.671, 1.282, -3.309], [-11.440, 1.495, -3.428], [-9.673, 2.352, -4.878], [-8.415, 2.400, -4.494], [-7.456, 2.225, -5.196], [-8.374, 2.714, -3.000], [-7.368, 2.823, -2.342], [-9.596, 2.840, -2.554], [-5.108, 7.714, -3.343], [7.091, 2.957, 4.722], [5.892, 3.178, 5.523], [4.944, 3.351, 6.154], [6.900, 3.210, 3.681], [7.903, 3.577, 5.096], [7.385, 1.911, 4.786]],
  "charge": -1,
  "energy_ha": -11124.5223,
  "orbital_gap_ev": 1.25,
  "spin_multiplicity": 1,
  "largest_force_ha_per_bohr": 0.1574
}